Entry 1:
{"formula": "C22H19CuN4O4S2", "method": "ωB97M-V/def2-TZVPD", "species": ["Cu", "N", "C", "C", "C", "C", "C", "C", "S", "N", "C", "C", "C", "C", "C", "C", "N", "H", "H", "H", "H", "H", "H", "H", "H", "H", "C", "C", "C", "O", "H", "H", "H", "H", "H", "H", "O", "C", "N", "S", "O", "O", "C", "C", "C", "C", "C", "C", "H", "H", "H", "H"], "positions_angstrom": [[-0.469, 0.417, -0.010], [2.885, 2.844, -0.152], [4.149, 2.238, 0.105], [5.382, 2.914, 0.072], [6.489, 2.214, 0.376], [6.517, 0.867, 0.714], [5.272, 0.204, 0.675], [4.080, 0.855, 0.371], [2.711, -0.200, 0.131], [1.477, 1.016, 0.222], [1.690, 2.282, -0.011], [0.434, 3.134, -0.078], [0.468, 4.543, -0.001], [-0.651, 5.298, 0.228], [-1.865, 4.600, 0.161], [-1.862, 3.228, 0.044], [-0.732, 2.469, -0.116], [2.849, 3.872, -0.343], [5.419, 3.915, -0.290], [7.438, 2.755, 0.363], [7.479, 0.440, 0.999], [5.307, -0.886, 0.753], [1.396, 5.087, -0.006], [-0.617, 6.384, 0.322], [-2.729, 5.117, 0.428], [-2.681, 2.562, 0.119], [-3.633, -1.633, -0.991], [-3.488, -0.177, -0.653], [-4.752, 0.701, -0.669], [-2.412, 0.369, -0.510], [-3.915, -2.165, -0.074], [-2.698, -2.033, -1.410], [-4.499, -1.663, -1.672], [-5.643, 0.061, -0.733], [-4.688, 1.356, -1.491], [-4.762, 1.252, 0.250], [-2.071, -1.329, 1.703], [-1.410, -2.036, 0.993], [-0.432, -1.515, 0.196], [0.344, -2.592, -0.778], [0.070, -2.240, -2.149], [1.727, -2.802, -0.451], [-0.704, -3.949, -0.240], [-0.693, -5.256, -0.656], [-1.625, -6.092, -0.057], [-2.509, -5.672, 0.924], [-2.466, -4.343, 1.286], [-1.527, -3.471, 0.712], [-0.067, -5.572, -1.455], [-1.680, -7.061, -0.529], [-3.268, -6.360, 1.271], [-3.037, -3.946, 2.109]], "orbital_gap_ha": [0.2406, 0.2306], "relative_energy_ev": 1.152, "s_squared": 0.7525, "largest_force_ev_per_a": 3.3, "multiplicity": 2, "charge": 1}

=====

Entry 2:
{"formula": "C22H19N3O2SeTi", "method": "ωB97M-V/def2-TZVPD", "species": ["Ti", "N", "C", "C", "O", "O", "H", "H", "H", "H", "Se", "N", "C", "C", "C", "C", "C", "C", "N", "H", "H", "H", "H", "C", "C", "C", "C", "C", "C", "C", "C", "C", "C", "C", "C", "C", "C", "H", "H", "H", "H", "H", "H", "H", "H", "H", "H", "H"], "positions_angstrom": [[-0.436, 0.055, 0.288], [-1.146, -1.432, 1.858], [-0.429, -1.020, 3.094], [-0.112, 0.475, 3.073], [0.311, 1.058, 4.020], [-0.323, 1.024, 1.864], [-2.148, -1.388, 2.022], [-0.933, -2.404, 1.660], [0.526, -1.543, 3.131], [-0.981, -1.261, 4.000], [1.578, 2.335, -1.168], [-0.042, 1.562, -1.221], [-0.596, 1.856, -2.395], [-1.894, 1.462, -2.830], [-2.305, 1.849, -4.062], [-1.476, 2.632, -4.934], [-0.242, 3.035, -4.557], [0.231, 2.660, -3.260], [1.412, 3.000, -2.775], [-2.538, 0.878, -2.184], [-3.291, 1.566, -4.406], [-1.861, 2.907, -5.906], [0.393, 3.634, -5.194], [5.819, -3.570, -0.377], [4.558, -3.889, -0.862], [3.458, -3.132, -0.494], [3.605, -2.043, 0.366], [4.873, -1.748, 0.868], [5.975, -2.499, 0.492], [2.472, -1.192, 0.771], [1.334, -0.975, 0.103], [0.954, -1.357, -1.263], [1.714, -0.984, -2.388], [1.188, -1.084, -3.657], [-0.119, -1.543, -3.860], [-0.884, -1.921, -2.779], [-0.353, -1.822, -1.487], [6.677, -4.163, -0.665], [4.430, -4.738, -1.521], [2.476, -3.402, -0.860], [4.995, -0.918, 1.555], [6.953, -2.254, 0.883], [2.608, -0.681, 1.722], [2.724, -0.624, -2.238], [1.795, -0.805, -4.509], [-0.520, -1.612, -4.862], [-1.882, -2.311, -2.925], [-0.929, -2.227, -0.653]], "orbital_gap_ha": [0.2315, 0.2446], "relative_energy_ev": 0.000, "s_squared": 0.7598, "largest_force_ev_per_a": 0.1, "multiplicity": 2, "charge": 1}

=====

Entry 3:
{"formula": "C22H20BF6N7PdSb", "method": "ωB97M-V/def2-TZVPD", "species": ["Pd", "C", "C", "N", "N", "C", "B", "N", "C", "C", "C", "N", "N", "C", "C", "C", "N", "H", "H", "H", "H", "H", "H", "H", "H", "H", "H", "F", "Sb", "F", "F", "F", "F", "F", "N", "C", "C", "C", "C", "C", "C", "C", "C", "C", "C", "C", "C", "C", "H", "H", "H", "H", "H", "H", "H", "H", "H", "H"], "positions_angstrom": [[0.400, -1.404, -0.105], [-1.174, -4.598, 2.224], [-0.150, -3.724, 1.833], [-0.607, -2.883, 0.921], [-1.906, -3.174, 0.697], [-2.265, -4.208, 1.480], [-2.845, -2.275, -0.135], [-2.196, -2.041, -1.524], [-2.761, -2.187, -2.731], [-1.824, -1.874, -3.697], [-0.675, -1.541, -2.969], [-0.921, -1.642, -1.672], [-3.130, -0.934, 0.561], [-4.291, -0.559, 1.140], [-4.087, 0.655, 1.756], [-2.734, 0.943, 1.494], [-2.173, -0.015, 0.777], [-1.115, -5.379, 2.960], [0.865, -3.649, 2.190], [-3.276, -4.579, 1.455], [-3.901, -2.841, -0.284], [-3.787, -2.505, -2.814], [-1.947, -1.888, -4.766], [0.304, -1.227, -3.289], [-5.167, -1.184, 1.073], [-4.798, 1.237, 2.319], [-2.141, 1.789, 1.807], [1.727, -1.414, 1.376], [1.983, -1.419, 4.198], [2.306, -1.694, 6.064], [1.216, 0.367, 4.495], [3.747, -0.500, 4.218], [0.164, -2.071, 4.513], [2.494, -3.329, 3.908], [1.259, -0.037, -1.245], [1.519, 1.187, -1.167], [1.972, 1.875, -2.444], [3.165, 2.591, -2.515], [3.601, 3.131, -3.718], [2.835, 2.986, -4.867], [1.631, 2.295, -4.801], [1.209, 1.742, -3.600], [1.451, 2.061, 0.057], [1.536, 1.487, 1.324], [1.445, 2.274, 2.464], [1.274, 3.648, 2.349], [1.178, 4.230, 1.090], [1.265, 3.441, -0.048], [3.758, 2.714, -1.616], [4.542, 3.668, -3.758], [3.174, 3.407, -5.806], [1.020, 2.185, -5.689], [0.280, 1.189, -3.539], [1.657, 0.413, 1.413], [1.487, 1.796, 3.435], [1.208, 4.264, 3.239], [1.028, 5.301, 0.994], [1.170, 3.899, -1.025]], "orbital_gap_ha": [0.2335, 0.2505], "relative_energy_ev": 0.000, "s_squared": 0.7544, "largest_force_ev_per_a": 0.8, "multiplicity": 2, "charge": -2}

=====

Entry 4:
{"formula": "C22H20BrHfN7S2Se3Te", "method": "ωB97M-V/def2-TZVPD", "species": ["Hf", "N", "C", "S", "N", "N", "C", "C", "C", "C", "C", "C", "C", "C", "C", "C", "C", "C", "N", "H", "H", "H", "H", "H", "H", "H", "H", "H", "H", "H", "Se", "Se", "Te", "Se", "C", "N", "C", "C", "N", "C", "S", "C", "C", "C", "C", "C", "N", "H", "H", "H", "H", "H", "H", "H", "H", "H", "Br"], "positions_angstrom": [[1.358, -1.556, 0.320], [-0.673, 2.091, 2.464], [0.156, 1.260, 1.838], [0.656, -0.181, 2.697], [0.543, 1.690, 0.690], [1.315, 0.840, -0.028], [1.747, 1.219, -1.153], [1.228, 2.498, -1.808], [0.184, 2.445, -2.674], [-0.218, 3.610, -3.298], [0.515, 4.787, -3.122], [1.548, 4.834, -2.225], [1.914, 3.694, -1.554], [2.735, 0.356, -1.821], [3.362, 0.793, -2.916], [4.364, -0.018, -3.442], [4.581, -1.251, -2.924], [3.863, -1.688, -1.812], [2.960, -0.860, -1.283], [-1.079, 1.833, 3.331], [-0.649, 3.093, 2.161], [-0.347, 1.510, -2.760], [-1.061, 3.628, -3.975], [0.191, 5.684, -3.623], [2.033, 5.805, -2.021], [2.713, 3.718, -0.837], [3.160, 1.737, -3.391], [4.927, 0.350, -4.284], [5.287, -1.935, -3.402], [4.023, -2.696, -1.378], [-0.172, -1.423, -1.989], [0.710, -3.021, -3.399], [0.396, -5.038, -1.819], [2.012, -4.231, -0.075], [-0.677, -4.174, 3.870], [-1.446, -2.984, 3.739], [-2.302, -2.338, 4.589], [-2.920, -1.345, 3.919], [-2.438, -1.409, 2.647], [-1.515, -2.360, 2.530], [-0.811, -2.941, 1.128], [-2.981, -0.662, 1.526], [-4.321, -0.369, 1.565], [-4.816, 0.399, 0.546], [-4.017, 0.822, -0.486], [-2.683, 0.512, -0.394], [-2.123, -0.182, 0.604], [-0.479, -4.355, 4.909], [0.267, -4.061, 3.321], [-1.251, -4.979, 3.340], [-2.333, -2.605, 5.625], [-3.609, -0.662, 4.326], [-4.942, -0.743, 2.348], [-5.820, 0.698, 0.646], [-4.434, 1.442, -1.312], [-1.965, 0.701, -1.210], [3.331, -1.985, 1.734]], "orbital_gap_ha": 0.2216, "relative_energy_ev": 0.234, "largest_force_ev_per_a": 2.9, "multiplicity": 1}

=====

Question: The lowest multiplicity belongs to which entry?
Answer: C22H20BrHfN7S2Se3Te

=====

Question: Which formula does entry 2 have?
Answer: C22H19N3O2SeTi

=====

Please write out number 2 again, unchanged.
{"formula": "C22H19N3O2SeTi", "method": "ωB97M-V/def2-TZVPD", "species": ["Ti", "N", "C", "C", "O", "O", "H", "H", "H", "H", "Se", "N", "C", "C", "C", "C", "C", "C", "N", "H", "H", "H", "H", "C", "C", "C", "C", "C", "C", "C", "C", "C", "C", "C", "C", "C", "C", "H", "H", "H", "H", "H", "H", "H", "H", "H", "H", "H"], "positions_angstrom": [[-0.436, 0.055, 0.288], [-1.146, -1.432, 1.858], [-0.429, -1.020, 3.094], [-0.112, 0.475, 3.073], [0.311, 1.058, 4.020], [-0.323, 1.024, 1.864], [-2.148, -1.388, 2.022], [-0.933, -2.404, 1.660], [0.526, -1.543, 3.131], [-0.981, -1.261, 4.000], [1.578, 2.335, -1.168], [-0.042, 1.562, -1.221], [-0.596, 1.856, -2.395], [-1.894, 1.462, -2.830], [-2.305, 1.849, -4.062], [-1.476, 2.632, -4.934], [-0.242, 3.035, -4.557], [0.231, 2.660, -3.260], [1.412, 3.000, -2.775], [-2.538, 0.878, -2.184], [-3.291, 1.566, -4.406], [-1.861, 2.907, -5.906], [0.393, 3.634, -5.194], [5.819, -3.570, -0.377], [4.558, -3.889, -0.862], [3.458, -3.132, -0.494], [3.605, -2.043, 0.366], [4.873, -1.748, 0.868], [5.975, -2.499, 0.492], [2.472, -1.192, 0.771], [1.334, -0.975, 0.103], [0.954, -1.357, -1.263], [1.714, -0.984, -2.388], [1.188, -1.084, -3.657], [-0.119, -1.543, -3.860], [-0.884, -1.921, -2.779], [-0.353, -1.822, -1.487], [6.677, -4.163, -0.665], [4.430, -4.738, -1.521], [2.476, -3.402, -0.860], [4.995, -0.918, 1.555], [6.953, -2.254, 0.883], [2.608, -0.681, 1.722], [2.724, -0.624, -2.238], [1.795, -0.805, -4.509], [-0.520, -1.612, -4.862], [-1.882, -2.311, -2.925], [-0.929, -2.227, -0.653]], "orbital_gap_ha": [0.2315, 0.2446], "relative_energy_ev": 0.000, "s_squared": 0.7598, "largest_force_ev_per_a": 0.1, "multiplicity": 2, "charge": 1}